CBrFNO2 | ωB97M-V/def2-TZVPD

The geometry in XYZ format:
```
6
Properties=species:S:1:pos:R:3:mulliken_charge:R:1
O 0.88736 -0.50511 -0.81532 -0.588
C 0.33263 0.35954 -0.23875 0.614
O 0.38780 1.58398 -0.15159 -0.663
N -1.05104 -0.18685 0.27983 -0.031
F -0.87308 -1.57138 0.64096 -0.226
Br -1.41772 0.68420 1.87642 -0.107
```

Its HOMO-LUMO gap is 8.3 eV. The value obtained for the relative energy (zero: lowest compared OMol25 entry of this formula, charge and spin) is 0.000 eV. The SMILES is O=C([O-])N(F)Br. For the largest force on an atom, the calculation gives 3.89 eV/Å. The value obtained for the molar mass is 156.9 g/mol. Its multiplicity is 1. The total charge is -1.